Entry 1:
DFT (ωB97M-V/def2-TZVPD) results for C20H34BeClFKN2O17PS2 as an isolated structure in a non-equilibrium geometry.

Summary:
**Relative energy (zero: lowest compared OMol25 entry of this formula, charge and spin)**: 3.724 eV
**E_LUMO**: -5.389 eV
**HOMO energy**: -6.977 eV
**Energy**: -4482.857802 a.u.

Structure (XYZ):
```
80
Properties=species:S:1:pos:R:3:forces:R:3
N -0.603110 2.508669 0.979196 2.280 -0.872 -1.995
C -0.033793 1.856325 -0.162136 -0.791 -0.464 -1.724
P 0.157827 -0.061636 -0.009057 -1.367 -1.224 2.994
O -0.234286 -0.469232 1.391188 0.347 0.421 -1.135
O 1.321361 2.225887 -0.580725 0.380 -0.255 -1.132
C 1.450437 1.743992 -1.890258 -2.307 0.142 1.416
O 2.383927 1.766715 -2.585728 1.122 0.010 -0.213
O 0.176607 1.230551 -2.309281 0.945 1.719 -0.137
C -0.707778 2.092165 -1.576276 -1.522 0.353 1.903
C -2.226292 1.693963 -1.528559 0.004 -0.696 -0.188
O -2.506703 0.507236 -2.346440 -0.052 0.839 0.838
N -3.788663 0.148035 -1.979267 -0.040 -0.015 -1.500
O -4.396751 -0.216399 -2.916923 -0.115 -0.378 0.820
C -0.725118 3.621408 -1.926581 0.351 0.685 0.608
O -1.331326 3.939846 -3.183201 0.647 -0.504 0.033
C -0.582210 3.479454 -4.273379 0.656 -1.146 -1.485
C -1.167584 2.380817 -5.031870 1.193 0.249 -0.766
C -0.471417 1.795415 -6.152854 1.263 2.081 1.437
C 0.842724 2.351987 -6.460841 -0.771 0.293 0.686
C 1.418277 3.450961 -5.728117 -1.716 -0.434 0.849
C 0.708953 4.039070 -4.595568 -1.103 -1.806 -1.207
H -1.484805 2.030847 1.184719 0.336 0.269 0.227
H 0.014822 2.243007 1.823433 -1.087 0.656 -0.923
H -0.759894 -0.736927 -0.883163 0.797 0.468 -0.289
H 1.516445 -0.458206 -0.260247 -0.586 0.432 -0.628
H -2.911087 2.489268 -1.912138 0.925 -0.319 0.158
H -2.578352 1.461172 -0.483099 0.719 0.210 -0.720
H 0.278432 4.118617 -1.837021 -0.744 -0.727 -0.153
H -1.358440 4.113634 -1.138007 0.539 -0.571 -0.666
H -2.162570 1.954266 -4.763832 0.939 0.628 0.003
H -0.905074 0.952546 -6.735151 0.453 0.826 0.581
H 1.424067 1.912618 -7.294348 -0.431 0.372 0.612
H 2.407596 3.855974 -6.012518 -0.749 -0.392 0.200
H 1.112508 4.864403 -3.979780 -0.198 -0.603 -0.586
C -2.699175 2.006338 4.833001 -1.607 -0.810 0.741
S -4.064020 2.482924 3.764215 0.323 -0.149 0.517
O -3.531476 3.406662 2.713635 -0.528 -0.029 -0.253
C -4.921417 3.498193 4.986151 -0.099 0.126 -0.058
H -1.996017 1.382097 4.250691 -1.043 -0.068 0.537
H -2.180324 2.887980 5.192943 -0.229 0.016 -0.008
H -3.087647 1.424842 5.676795 -0.339 0.106 -0.038
H -4.264355 4.297610 5.329558 0.059 -0.058 -0.058
H -5.225834 2.873805 5.826522 0.048 -0.031 -0.044
H -5.806580 3.931388 4.516802 0.030 0.009 -0.005
C 1.119244 0.830238 8.776042 0.128 -0.572 0.093
C 0.915620 0.528273 7.303340 0.535 0.465 -0.237
O -0.503099 0.507260 7.128835 -0.383 0.048 0.731
S -1.178606 1.554383 8.148226 0.790 -0.252 -0.185
O -1.419553 2.767417 7.449065 -0.278 -0.036 0.494
O -2.189317 0.876737 8.883678 -0.097 0.249 -0.281
O 0.099475 1.778229 9.106744 -0.292 0.064 -0.500
H 0.967021 -0.061938 9.388682 0.032 0.013 -0.021
H 2.104763 1.244734 8.979891 -0.167 0.203 0.036
H 1.353375 -0.422894 7.008410 -0.287 -0.047 -0.031
H 1.321700 1.324569 6.674501 0.011 -0.057 -0.008
Be -4.947507 1.228513 -0.098409 0.741 -0.623 -0.391
C 4.836423 -1.256140 -2.672953 -1.729 1.981 0.743
O 5.661006 -0.374685 -2.405265 1.015 -1.535 -0.358
O 3.591410 -0.784323 -2.926397 0.978 -0.305 0.173
O 5.009711 -2.514302 -2.741322 0.527 -1.204 1.437
H 3.848304 0.148251 -2.784439 -1.313 0.341 -0.227
F 4.120548 -3.194306 -0.709696 0.579 0.856 -1.623
Cl -0.578503 2.323258 3.564248 3.008 0.590 0.452
C 1.157437 -7.306923 -1.117091 0.078 -0.103 0.137
O 2.381711 -7.788446 -1.648694 -0.237 0.163 -0.170
C 2.330466 -7.976195 -3.056203 0.424 -0.051 0.219
C 2.972553 -6.814092 -3.799734 -0.395 0.087 -0.215
O 2.241422 -5.611857 -3.615613 0.143 -0.175 0.219
C 2.818989 -4.765447 -2.628339 -0.216 0.030 -0.167
H 1.352181 -6.920628 -0.116615 0.060 -0.064 -0.033
H 0.733100 -6.503160 -1.721882 0.035 -0.011 -0.049
H 0.437629 -8.129336 -1.043635 -0.094 0.052 -0.011
H 1.299532 -8.132978 -3.389590 0.008 0.096 -0.023
H 2.897152 -8.886632 -3.275277 -0.010 0.003 -0.056
H 2.960686 -7.035511 -4.871944 0.014 -0.052 0.005
H 4.016210 -6.684603 -3.496589 -0.050 -0.038 0.101
H 3.683865 -4.245328 -3.048363 0.015 -0.020 0.097
H 3.122730 -5.315609 -1.737601 0.068 -0.049 -0.077
H 2.073498 -4.025267 -2.338934 0.034 -0.001 -0.111
K -7.113062 2.560449 0.900432 -0.609 0.597 0.584
```
Positions in Å, forces in eV/Å.

---

Entry 2:
DFT (ωB97M-V/def2-TZVPD) results for C11H13BClNZn as an isolated structure in a non-equilibrium geometry.

Summary:
**E_LUMO**: 4.945 eV
**Total charge**: -2
**HOMO energy**: 0.729 eV
**Energy**: -2745.941699 a.u.

Structure (XYZ):
```
28
Properties=species:S:1:pos:R:3:forces:R:3
C 0.682707 2.127139 -1.000336 0.120 0.397 -0.305
C -0.436030 1.620418 -1.695861 0.322 0.154 -0.477
C -0.036111 0.417212 -2.321442 0.000 0.274 -0.381
H -1.420394 2.057248 -1.714657 -0.094 0.003 0.020
C 1.310073 0.163993 -1.976973 0.095 0.027 -0.149
C 1.748957 1.237623 -1.169514 0.254 0.153 -0.162
H 2.699378 1.296300 -0.672254 0.172 0.037 0.103
H 0.679001 2.982782 -0.350623 -0.018 0.045 0.087
H -0.656449 -0.209546 -2.937525 -0.086 -0.112 0.011
H 1.889346 -0.703706 -2.244690 0.057 -0.117 -0.101
Zn 0.000000 0.000000 0.000000 -0.090 0.292 0.346
Cl -0.559576 1.638546 1.789966 -6.207 4.745 0.128
C -1.152368 -1.551759 1.366605 -0.496 -0.372 0.129
C -0.455214 -2.330864 0.417548 0.098 0.044 0.309
C -0.997463 -2.058972 -0.845624 -0.517 -0.260 -0.408
H 0.407847 -2.938112 0.620862 0.156 -0.192 0.052
C -2.048382 -1.123079 -0.680253 -0.289 -0.611 -0.213
C -2.149545 -0.818309 0.684309 -0.080 -0.403 0.261
H -2.796117 -0.081354 1.124990 -0.006 0.085 0.052
H -0.900273 -1.453011 2.406731 0.004 0.029 0.109
H -0.640097 -2.453403 -1.782739 0.045 -0.022 -0.112
H -2.634567 -0.680473 -1.468582 -0.033 0.052 -0.093
B 2.452622 0.940067 4.090261 -0.534 -0.050 -0.592
C 1.645341 0.630643 2.743950 -2.456 -2.831 -6.974
N 1.009102 0.386779 1.682889 9.272 -1.470 7.861
H 1.728315 0.805107 5.026092 -0.496 -0.077 0.548
H 2.858919 2.059308 4.060019 0.198 0.697 -0.087
H 3.369744 0.186107 4.184710 0.612 -0.519 0.035
```
Positions in Å, forces in eV/Å.

---

Entry 3:
DFT (ωB97M-V/def2-TZVPD) results for C26H31N5O7S as an isolated structure.

Summary:
**Relative energy (zero: lowest compared OMol25 entry of this formula, charge and spin)**: 0.040 eV
**E_LUMO**: 0.014 eV
**HOMO energy**: -7.985 eV
**Energy**: -2208.025709 a.u.

Structure (XYZ):
```
70
Properties=species:S:1:pos:R:3:forces:R:3
C 5.522302 0.161262 -0.680016 0.468 0.014 0.015
H 6.109539 -0.597762 -1.197296 -0.021 0.044 0.064
O 4.200863 -0.031946 -1.134475 -0.289 0.100 -0.035
C 3.162401 0.697156 -0.649576 -0.154 0.161 0.117
C 1.914254 0.197555 -1.029132 -0.059 0.176 0.081
C 0.745863 0.814748 -0.638853 0.376 0.117 -0.219
C 0.811103 1.970892 0.129184 0.077 0.236 -0.029
C 2.034417 2.488817 0.519393 -0.130 -0.053 -0.079
C 3.233897 1.846887 0.146546 0.241 -0.081 0.079
O 4.468054 2.342716 0.502341 -0.472 0.050 -0.451
C 4.667206 2.738300 1.846223 0.202 0.130 0.339
H 4.364200 3.774693 2.005951 0.058 -0.142 0.008
H 4.120391 2.091664 2.537112 0.000 0.020 -0.034
H 5.739031 2.641218 2.025248 -0.044 -0.021 0.046
O 2.163395 3.627876 1.261187 0.344 -0.316 -0.266
C 0.998198 4.252067 1.743240 -0.190 0.122 0.076
H 1.345360 5.093109 2.341848 -0.077 -0.040 -0.029
H 0.412312 3.575480 2.372575 -0.002 0.005 -0.037
H 0.372968 4.625863 0.926719 0.008 -0.036 0.028
H -0.109109 2.448159 0.422409 -0.121 0.087 0.102
C -0.612039 0.220935 -0.928426 -0.220 0.018 0.119
N -1.133565 -0.423417 0.270171 0.036 0.092 -0.362
C -2.344820 -0.009678 0.724916 0.033 0.135 -0.286
O -2.968254 0.862399 0.110624 -0.127 0.054 -0.012
C -2.940927 -0.573972 1.925703 -0.309 -0.376 0.721
C -4.236057 -0.229179 2.344768 0.591 -0.165 -0.116
N -5.063950 0.630093 1.749746 -0.347 0.306 -0.252
H -5.985195 0.743393 2.148251 0.097 0.006 -0.068
H -4.750384 1.062755 0.892602 -0.052 -0.032 0.127
C -4.563477 -0.935077 3.546825 0.665 -0.076 -0.336
N -3.616558 -1.721395 4.013598 -0.314 -0.003 0.171
S -2.297621 -1.702376 3.084706 -0.424 0.242 -0.135
C -5.866456 -0.815952 4.228594 -0.225 -0.217 0.476
O -6.760046 -0.090149 3.820949 -0.057 0.128 -0.144
N -5.977212 -1.579376 5.333318 -0.050 -0.108 0.184
H -5.205572 -2.161501 5.609846 -0.018 -0.011 0.027
H -6.833125 -1.574298 5.860891 0.039 0.041 -0.078
C -0.258752 -1.380494 0.901069 0.295 -0.155 0.253
C 0.627120 -0.740387 1.926434 -0.551 0.543 0.411
C 0.404544 0.251203 2.837300 -0.008 -0.508 -0.398
C 1.641040 0.474843 3.490742 0.417 -0.311 -0.121
C 2.519307 -0.397171 2.929143 0.048 0.559 0.631
O 1.915322 -1.132174 1.981227 0.066 -0.428 -0.288
H 3.556777 -0.593441 3.114897 0.144 -0.100 -0.062
H 1.838742 1.183251 4.269293 0.126 0.121 0.172
H -0.517710 0.763986 3.019125 -0.239 0.087 -0.030
H 0.375341 -1.823259 0.129920 -0.163 -0.072 0.109
H -0.845307 -2.198036 1.331129 0.147 0.002 -0.224
H -1.330483 1.017397 -1.164407 0.249 -0.198 0.008
C -0.602469 -0.768367 -2.106106 0.014 0.809 0.063
O -0.853126 -1.946619 -1.977157 -0.051 -0.499 -0.035
N -0.304813 -0.161231 -3.271980 0.008 0.278 -0.158
H -0.081788 0.819759 -3.240138 -0.003 -0.038 0.083
C -0.227086 -0.824194 -4.564439 -0.065 -0.164 0.038
H 0.083401 -0.053725 -5.274202 -0.031 -0.051 0.098
C 0.778615 -1.997872 -4.588686 -0.001 -0.112 0.045
C -0.063496 -3.253789 -4.809782 0.096 -0.056 -0.119
H 0.500894 -4.053872 -5.286090 0.017 -0.076 0.018
C -1.223268 -2.751584 -5.662824 -0.051 -0.008 0.118
H -2.062708 -3.444078 -5.683348 -0.046 -0.029 -0.092
H -0.890137 -2.577128 -6.688080 -0.008 -0.036 -0.085
C -1.580352 -1.430095 -4.989227 -0.022 0.029 -0.163
H -2.143243 -0.759049 -5.636451 -0.057 0.057 0.029
H -2.169675 -1.628471 -4.095122 -0.036 0.025 -0.003
H -0.445117 -3.605377 -3.851969 0.014 -0.050 0.004
H 1.347559 -2.046996 -3.662774 0.102 0.046 -0.001
H 1.480468 -1.860765 -5.411985 0.046 0.002 -0.013
H 1.908614 -0.704427 -1.619376 0.012 -0.156 -0.100
H 5.897791 1.154133 -0.932527 -0.005 -0.143 0.036
H 5.602610 0.006066 0.398681 0.005 0.024 -0.034
```
Positions in Å, forces in eV/Å.

---

Entry 4:
DFT (ωB97M-V/def2-TZVPD) results for C3H3N3O in the gas phase in a non-equilibrium geometry.

Summary:
**SMILES**: C1=NN=CON=C1
**Relative energy (zero: lowest compared OMol25 entry of this formula, charge and spin)**: 6.171 eV
**E_LUMO**: -0.867 eV
**HOMO energy**: -10.686 eV
**Energy**: -355.413122 a.u.

Structure (XYZ):
```
10
Properties=species:S:1:pos:R:3:forces:R:3
C 1.505865 0.334707 0.197024 0.853 -1.942 0.260
N 1.337199 -0.950749 0.129371 -2.382 -0.082 -0.095
N 0.010790 -1.542068 -0.257673 6.336 -0.221 -0.531
C -1.011506 -0.899312 -0.227692 -7.393 0.954 2.063
O -1.443383 0.182696 0.569091 2.760 1.382 -2.345
N -0.771926 1.398262 -0.251212 1.073 -1.940 2.501
C 0.519229 1.370912 -0.089151 -1.539 2.723 -4.543
H 2.616353 0.487775 0.300026 -1.404 0.851 0.073
H -1.993862 -1.405869 -0.552910 1.709 0.547 -0.147
H 0.810601 2.280562 -0.924339 -0.012 -2.273 2.765
```
Positions in Å, forces in eV/Å.

---

Entry 5:
DFT (ωB97M-V/def2-TZVPD) results for a 3-piece molecular cluster, C2H8N4 overall.

Summary:
**Relative energy (zero: lowest compared OMol25 entry of this formula, charge and spin)**: 6.167 eV
**E_LUMO (spin up / spin down)**: 0.750 / 0.750 eV
**HOMO energy (spin up / spin down)**: -7.095 / -7.094 eV
**Energy**: -299.804093 a.u.

Structure (XYZ):
```
14
Properties=species:S:1:pos:R:3:forces:R:3
C 0.555264 0.548421 0.026758 0.174 0.016 -0.066
C -0.308420 -0.362438 -0.074523 -0.082 -0.098 0.011
N 1.403916 1.516712 0.185307 0.142 0.071 -0.021
N -1.279271 -1.270942 -0.199590 -0.093 -0.120 -0.036
N 1.198245 -1.099249 -1.143749 -0.436 0.318 0.368
N -1.532202 0.805036 1.131749 0.380 -0.161 -0.269
H 1.523520 2.217909 -0.531827 -0.074 -0.100 0.066
H 2.139680 1.449965 0.874070 -0.124 -0.037 -0.054
H -2.080274 -1.096712 0.394093 0.116 0.000 -0.052
H -1.058412 -2.177349 -0.572434 0.049 0.099 0.024
H 0.776675 -1.276351 -2.053319 0.008 -0.004 0.080
H 1.400468 -1.992737 -0.699063 -0.047 0.061 -0.034
H -1.702600 1.698766 0.670720 0.016 -0.048 0.037
H -1.036590 1.038968 1.991808 -0.028 0.001 -0.053
```
Positions in Å, forces in eV/Å.